The following is a quantum chemistry calculation of 10 unconnected molecules or ions with the total composition C90H190N10O10, from OMol25.

```
300
Properties=species:S:1:pos:R:3:forces:R:3:lowdin_charge:R:1
O -0.079 5.523 -9.472 -1.5323 -1.3502 -1.8521 0.007
O -3.164 -11.515 6.038 0.2167 -0.2071 0.5883 0.007
O 6.429 -1.472 -9.085 -1.0326 1.8465 -1.2541 0.009
O 4.600 11.603 4.021 -0.1777 -0.3284 0.4117 -0.006
O 11.893 2.897 -1.154 -0.5476 0.3288 -2.5293 0.002
O 1.353 -10.217 -6.006 0.2460 0.0220 0.4059 -0.022
O -1.285 -1.867 -0.480 0.8655 -0.9431 0.0048 -0.015
O -4.735 2.855 8.458 -0.7507 0.5131 1.6573 -0.006
O -9.946 -4.205 2.077 1.1598 0.0776 -0.3860 -0.002
O -6.780 7.902 -1.262 -0.2872 -0.1437 -0.5906 -0.014
N 4.129 10.727 3.040 -1.2719 -0.7227 -3.0227 -0.130
N 12.037 2.568 0.131 1.0481 -0.3189 5.2990 -0.172
N -4.003 -11.811 4.974 -0.3541 -1.5309 -1.0398 -0.160
N -5.866 7.394 -0.340 1.0602 0.6653 0.8156 -0.137
N 2.111 -10.440 -4.834 -0.5041 -0.1340 1.1706 -0.102
N -0.652 -1.066 0.487 0.3350 2.6492 -1.2378 -0.140
N 6.914 -2.664 -8.752 2.1534 -5.3688 2.5380 -0.166
N -5.262 2.776 9.801 -1.5555 -2.1319 -0.5308 -0.110
N -11.148 -4.054 1.438 -3.6258 1.4541 -0.8563 -0.156
N 0.437 6.145 -8.417 3.5268 1.7999 3.4267 -0.177
C 0.879 0.383 2.435 -0.2088 -1.6101 -0.1420 -0.196
C 1.708 6.162 -6.361 1.3650 1.9008 2.6189 -0.161
C 6.285 10.688 1.865 0.9561 0.3419 -0.0539 -0.035
C 8.003 -4.920 -9.254 -3.0505 -0.9918 0.6403 -0.169
C -6.517 7.013 0.918 1.5861 -1.0165 -1.0568 -0.479
C 7.669 -2.605 -7.457 -0.1635 2.0278 0.4105 -0.440
C -7.273 1.534 8.846 1.4798 -0.2291 1.0130 -0.022
C 1.791 -1.339 -0.080 0.2070 -1.0721 0.1851 -0.041
C 3.404 8.459 2.275 -0.2845 -1.1199 0.9749 -0.149
C 0.015 -2.784 2.087 0.0692 -1.1527 0.3444 -0.025
C 0.937 -8.435 -3.823 0.6629 -1.0008 -0.1537 -0.024
C 0.313 0.273 -1.339 0.2336 -0.4658 0.1540 -0.041
C 2.149 7.606 -6.783 -1.5181 -1.6848 0.0588 -0.132
C 10.773 2.599 0.914 -2.5766 -2.2577 -1.2856 -0.429
C 0.877 0.782 1.007 0.6413 0.5756 -0.8474 -0.163
C 3.948 -10.727 -2.592 -1.2837 -2.3504 -0.3135 -0.172
C 14.589 2.679 0.118 -1.9948 0.3596 0.5173 -0.023
C -13.239 -5.069 0.328 1.4171 -2.2407 4.1073 -0.148
C 0.238 7.601 -8.432 -0.0014 0.4044 -0.7317 -0.519
C -4.833 -13.885 6.003 0.6123 0.1432 -0.8706 -0.050
C 1.460 4.051 -7.468 -0.8823 -1.2866 -1.0360 -0.024
C -7.546 3.933 9.446 1.1759 1.1352 -0.5676 -0.056
C -10.372 -2.872 -0.608 1.5197 -0.5558 -0.4357 -0.048
C -13.246 -4.045 -0.620 0.1203 2.5055 -3.5344 -0.275
C -7.171 2.451 11.339 0.5328 -1.0273 0.1076 -0.135
C -7.359 8.080 1.636 -0.2888 -1.5919 0.5757 -0.016
C -6.742 2.683 9.850 -1.8159 -0.7128 -0.1223 -0.444
C 3.094 -11.545 -4.947 1.8579 0.3203 0.3026 -0.441
C -3.892 -10.897 3.885 -2.1241 -0.0143 -2.0957 -0.484
C -0.610 5.129 -6.427 -0.9023 -0.8307 1.0104 -0.016
C -6.178 -11.884 2.963 2.6980 -0.8210 0.2460 -0.163
C -2.439 -10.777 3.298 -0.9587 -0.2980 1.7160 -0.018
C -2.995 2.646 10.553 -0.8522 0.0555 1.1098 -0.023
C 4.211 8.485 1.025 0.2810 1.6019 0.8074 -0.182
C 3.324 -8.239 -4.425 0.1627 -0.0141 -1.6231 -0.050
C 13.305 2.784 2.257 -0.5124 0.6804 -0.5518 -0.133
C 7.360 -3.603 -9.815 2.8120 0.4231 -0.1397 -0.483
C -12.095 -5.993 2.465 0.0323 -1.4994 -0.0001 -0.046
C -5.340 6.433 1.834 -1.0478 -0.8462 -0.5812 -0.130
C -4.234 4.828 10.576 1.2752 0.1144 0.0250 -0.025
C 9.937 3.911 0.830 0.1324 0.1544 0.9873 -0.023
C -4.912 9.704 0.390 -0.4233 0.5019 -1.6336 -0.021
C 6.638 -1.939 -6.405 0.5106 -0.1380 -0.8344 -0.016
C -11.785 -5.328 1.105 -1.2292 0.3710 -0.6470 -0.410
C -0.433 -0.322 2.787 1.1937 -0.9518 1.1726 -0.117
C -11.095 -1.553 1.348 0.1787 -1.1543 0.6561 -0.031
C 5.072 8.749 4.271 -1.1751 -1.0798 -0.5871 -0.012
C 2.752 -9.813 -2.612 -0.4851 1.3162 0.3513 -0.157
C 0.978 8.277 -9.659 -0.6942 -1.6708 0.5731 -0.015
C -2.353 -1.674 2.047 0.1131 -0.4719 2.1735 -0.030
C -5.214 -12.548 5.339 -2.4221 0.4129 1.1056 -0.457
C 4.404 -11.114 -5.788 -0.7187 -0.9273 -0.1750 -0.038
C 13.187 3.271 0.753 1.4761 -1.6216 0.4385 -0.454
C 3.679 -11.944 -3.521 0.1124 1.3957 -2.2175 -0.123
C -6.102 -12.906 4.112 -1.6335 0.6245 -0.3656 -0.141
C 6.262 -3.919 -10.781 0.0467 -0.3934 -1.1396 -0.047
C -11.351 -2.893 0.534 0.4462 3.2081 0.3665 -0.477
C 4.813 10.951 1.735 0.3028 -0.0330 0.7768 -0.516
C 13.221 4.777 0.616 0.8090 -0.3521 -0.3715 -0.040
C 12.030 2.849 3.141 0.3700 -0.9110 -1.3639 -0.160
C 4.314 9.972 0.707 -0.0425 -1.0197 -1.8219 -0.178
C -1.242 7.871 -8.464 -2.0268 0.5180 -0.3846 -0.054
C -0.823 -1.523 1.839 -0.8581 1.4120 -1.1586 -0.482
C 8.865 -1.630 -7.506 -0.2305 0.9097 -0.2499 -0.049
C -7.331 5.777 0.467 -0.1731 -0.6818 0.3156 -0.047
C 0.696 5.365 -7.131 0.6927 -0.1123 -3.1842 -0.442
C -4.111 7.287 2.077 -0.1248 0.0066 -1.2255 -0.167
C 0.817 8.284 -7.219 1.7059 -0.7432 0.9671 -0.138
C -4.941 3.065 12.223 1.5629 0.1313 0.6416 -0.162
C -6.177 -11.767 6.383 2.3781 -0.3639 -0.1273 -0.025
C 2.283 -9.225 -3.936 0.5914 -0.4692 -0.9232 -0.503
C -4.694 -11.562 2.721 -0.6180 2.1090 -1.3448 -0.169
C 2.432 -12.806 -5.589 0.2123 1.5134 -0.8844 -0.032
C 0.613 -0.397 0.009 -1.1448 0.4433 0.6939 -0.478
C -6.401 3.258 12.404 -1.2446 -0.3427 -0.6738 -0.186
C 4.534 12.347 1.142 -1.1071 0.5995 0.5194 -0.034
C 3.829 9.324 3.487 3.6934 1.6883 -1.3238 -0.511
C -10.833 -6.075 0.125 -0.7787 -0.6140 0.9360 -0.016
C 2.673 9.425 4.372 -1.3019 0.1444 0.4419 -0.064
C -3.622 7.649 0.635 -1.5780 0.7088 1.3163 -0.156
C 8.562 -3.039 -10.596 -0.1377 0.5293 -1.0749 -0.049
C -4.580 -9.521 4.251 1.3981 -0.2237 -1.2476 0.001
C -12.774 -2.753 -0.017 -0.6960 0.1045 0.4918 -0.141
C 8.208 -3.921 -6.934 -0.4770 -2.7117 -0.2777 -0.127
C -4.047 8.257 -1.642 -0.9842 0.4934 -1.4399 -0.041
C -4.705 8.294 -0.235 1.1696 -0.6101 -0.2670 -0.488
C 10.911 2.070 2.342 2.0734 1.4217 2.3254 -0.156
C -4.388 3.332 10.830 0.4599 -0.4732 -1.6829 -0.502
C 8.799 -4.909 -7.999 1.2516 1.9220 -0.0948 -0.187
C 9.896 1.368 0.302 1.0966 0.3604 -0.2559 -0.042
H 2.843 10.003 5.280 0.2463 -0.6153 0.3387 0.093
H 1.066 9.333 -7.378 -0.8293 0.1164 -0.1186 0.117
H -2.852 8.414 0.733 0.5159 -0.5009 -0.3568 0.119
H -2.025 -1.366 -0.831 -0.0308 0.3311 0.1926 0.101
H 6.711 11.166 2.747 0.0223 -0.0312 0.0092 0.089
H 6.735 -2.264 -5.369 0.1625 -0.3887 -0.1481 0.076
H 1.982 -12.479 -6.527 -0.2767 0.0498 -0.0195 0.066
H -11.033 -0.598 0.826 -0.2022 -0.3896 -0.6718 0.080
H -12.921 -1.892 -0.668 1.0020 -0.1100 -0.6457 0.128
H 5.613 -2.080 -6.747 -0.0201 -0.4646 0.1917 0.069
H -6.551 -12.267 2.013 -0.2986 -0.4193 0.2568 0.110
H -1.511 8.772 -9.014 0.0816 0.2183 0.0248 0.084
H 9.644 4.283 -0.152 0.3062 -0.4151 -0.1404 0.081
H 2.985 -12.693 -3.139 0.2072 0.2109 0.6372 0.111
H 6.482 9.616 1.889 0.1599 0.0788 0.1480 0.071
H -5.909 -13.934 3.802 0.2461 0.1753 -0.4321 0.112
H -3.356 4.919 9.936 -0.0911 0.3643 -0.2937 0.073
H -8.004 5.955 -0.371 -0.4165 0.4594 0.4946 0.081
H 2.307 3.794 -6.832 -0.0417 0.4773 -0.0464 0.074
H -4.380 3.715 12.895 -0.0436 0.4967 -0.0012 0.115
H 0.478 5.833 -10.189 0.0970 -0.4797 -0.4708 0.101
H -9.438 -3.115 -0.101 0.3501 -0.9102 -0.5183 0.087
H 9.034 3.834 1.436 -0.3425 -0.6420 -0.2609 0.078
H 7.411 -4.472 -6.435 -0.4002 -0.0049 -0.0178 0.111
H -0.487 5.407 -5.380 -0.4768 0.1212 0.0646 0.080
H 1.617 -13.225 -5.000 0.3399 -0.0931 0.2131 0.086
H 13.611 1.742 2.172 -0.1423 -0.1268 0.3036 0.103
H 10.463 0.442 0.201 1.2582 0.3476 -0.3209 0.068
H 12.262 2.388 4.101 -0.0914 -0.3731 -0.0297 0.100
H 9.516 -3.160 -10.082 -0.1854 0.7086 0.4266 0.071
H -2.576 -12.264 5.915 0.6665 0.1674 0.7543 0.105
H -6.931 0.567 9.216 0.0206 -0.1230 0.2140 0.069
H 2.628 8.045 -5.908 -0.2418 0.2882 -0.0118 0.105
H -5.044 -9.012 3.406 -0.2541 -0.4284 -0.3494 0.074
H -11.244 -6.492 2.930 0.3434 -0.2683 -0.4823 0.073
H 1.446 -2.224 -0.616 0.2132 0.0745 -0.5725 0.087
H -3.917 5.310 11.501 -0.4884 0.4763 -0.0552 0.086
H 14.142 3.317 2.709 0.0601 0.1260 0.0048 0.113
H -3.716 -8.873 4.400 -0.3598 0.4010 1.2314 0.074
H -13.931 -4.657 1.062 -0.0975 -0.7404 0.7785 0.121
H -8.244 2.593 11.466 -0.0580 0.2381 -0.3180 0.117
H 5.139 -10.492 -5.277 -0.6627 0.6029 0.1675 0.062
H -12.646 -4.295 -1.495 0.2135 0.0807 -0.2517 0.109
H 1.891 1.138 0.828 0.1683 0.1338 -0.5095 0.118
H -2.334 -10.006 2.535 -0.1774 0.0108 0.1705 0.086
H 3.714 8.053 0.157 0.0470 -0.4676 0.2954 0.120
H -8.345 1.438 8.677 -0.0587 0.5745 0.4626 0.072
H 2.927 7.537 -7.544 -0.2870 0.2494 -0.3596 0.102
H 1.692 -0.344 2.429 0.1483 -0.2429 0.8183 0.098
H -10.034 -1.975 -1.127 -1.0297 0.7606 0.3307 0.085
H 2.388 8.728 1.986 -0.2020 0.0086 0.2623 0.125
H 0.434 7.953 -10.546 0.2487 0.4027 -0.3954 0.074
H -4.634 2.120 12.670 -0.1811 -0.6559 -0.7491 0.124
H -2.570 2.983 9.607 -0.0271 -0.0088 0.2527 0.072
H -13.686 -5.957 -0.119 0.4727 -0.5500 0.5163 0.128
H 6.747 -0.854 -6.380 0.2740 0.0263 -0.1408 0.069
H -6.797 -11.019 3.201 0.2824 0.1341 0.2567 0.108
H 12.721 5.320 1.418 -0.3443 0.0562 -0.3985 0.079
H -10.127 -4.032 3.004 -0.0743 0.1165 0.1611 0.111
H -6.960 4.379 8.642 -0.0055 0.6833 -0.0349 0.069
H 3.371 10.296 0.268 -0.1544 0.1133 0.0828 0.124
H 4.620 12.372 0.055 0.3492 -0.2290 0.0278 0.082
H -13.468 -2.395 0.743 -0.0903 -0.6994 0.7766 0.115
H 14.284 5.015 0.657 -0.0235 0.4651 0.2410 0.071
H -5.111 9.781 1.459 0.1510 -0.4115 -0.1643 0.069
H -7.017 1.417 11.647 0.1757 -0.3642 -0.3881 0.111
H 8.312 -2.037 -10.946 0.5299 0.4027 0.3822 0.086
H -4.349 7.451 -2.311 -0.0828 -1.3655 1.1437 0.082
H -5.691 10.255 -0.136 -0.5306 -0.0738 0.0643 0.074
H 4.617 7.890 4.764 0.1905 0.1699 1.0661 0.073
H -4.416 -13.731 6.999 0.1343 -0.2014 -0.1090 0.082
H -5.520 -11.416 7.179 0.3697 0.7278 -0.1993 0.066
H -5.903 5.995 2.659 0.4429 0.3015 0.6990 0.115
H 4.132 -10.732 -6.772 0.0239 0.5210 0.0377 0.068
H 14.714 2.737 -0.963 -0.3357 0.4195 -0.0462 0.068
H 6.062 -3.105 -11.477 -0.5719 0.5795 0.6207 0.086
H 9.254 -1.501 -6.496 0.2870 -0.2532 -0.0147 0.083
H -11.874 -1.446 2.103 0.0119 -0.0663 0.1677 0.074
H 6.765 11.108 0.981 0.3076 -0.0803 0.0043 0.090
H 12.114 2.044 -1.536 -0.1185 0.1904 -0.9256 0.118
H 0.146 -9.139 -3.565 -0.1651 0.1568 -0.0420 0.084
H -0.515 -3.585 2.601 -0.2708 0.2096 0.3498 0.078
H -10.137 -1.661 1.857 0.0444 0.0379 0.1657 0.069
H -7.999 7.405 2.204 -0.2896 0.3721 0.5813 0.078
H 3.176 -13.516 -5.951 0.0861 -0.2458 0.7286 0.081
H -10.968 -5.661 -0.875 0.3732 0.0756 0.1183 0.065
H -7.080 8.757 -0.946 -0.1837 0.4957 0.2323 0.078
H 4.308 -8.698 -4.530 0.0288 0.1762 0.2259 0.062
H 5.508 -1.648 -8.880 -0.4504 0.9582 -0.3270 0.112
H 11.661 3.831 3.438 0.2108 0.3547 -0.5415 0.098
H 0.947 -2.646 2.637 -0.0903 0.4464 0.2134 0.077
H 1.174 0.875 -1.628 -0.1950 0.5449 0.2719 0.085
H -4.129 -14.311 5.288 0.7125 -0.1273 0.3768 0.083
H 8.781 -3.567 -11.524 -0.4911 -0.4613 -0.1487 0.079
H -12.872 -6.747 2.341 0.1034 -0.3333 -0.2054 0.074
H -4.707 -10.831 1.912 0.2634 0.5947 -0.0665 0.106
H -3.348 6.704 0.166 0.5458 0.1592 0.0324 0.125
H 1.154 1.183 3.122 -0.2153 0.0263 -0.0402 0.118
H -12.462 -5.437 3.327 -0.1656 1.1328 -0.6593 0.080
H -1.881 7.091 -8.879 0.6070 -0.3218 -0.7361 0.080
H 1.330 6.281 -5.346 -0.6439 0.4266 0.1524 0.102
H 5.376 -4.375 -10.338 -0.0744 0.3191 0.0463 0.090
H -5.070 5.286 10.047 -0.1576 0.1482 0.5381 0.081
H -9.817 -5.996 0.513 0.0555 0.1974 -0.3504 0.079
H -4.503 8.913 -2.383 0.5034 1.5309 0.4792 0.074
H -6.646 -10.919 5.884 -0.5107 -0.3007 0.3947 0.062
H -6.801 1.596 7.866 0.0324 0.4900 0.0531 0.065
H 2.109 -1.789 0.861 -0.0807 0.4500 0.3152 0.063
H 11.114 1.000 2.397 0.3812 0.0065 -0.4647 0.112
H 12.944 4.999 -0.415 -0.5192 0.5198 0.2264 0.086
H 3.392 -7.282 -3.908 -0.1090 -0.2461 0.4386 0.089
H 2.365 8.386 4.486 -0.5729 0.2246 0.8663 0.095
H 14.594 1.617 0.362 0.3258 0.0419 0.1287 0.066
H -2.339 2.850 11.398 0.2795 0.2414 -0.1074 0.081
H -3.087 -2.205 1.441 0.9252 -0.3260 -0.6027 0.080
H 9.804 -4.570 -8.246 0.3067 0.3978 0.0190 0.097
H 15.394 3.239 0.595 0.1133 -0.3412 0.0227 0.069
H 9.657 -1.846 -8.223 0.0543 -0.5438 0.2271 0.071
H 5.535 9.495 4.917 -0.3366 -0.2232 0.1610 0.081
H 8.547 -0.625 -7.785 -0.3244 0.0304 -0.1373 0.074
H -1.819 -10.581 4.173 0.4751 0.2510 -0.3238 0.071
H -4.157 -12.350 2.192 -0.0507 -0.7027 0.7782 0.114
H -0.927 4.086 -6.422 0.3586 -0.2455 0.0157 0.076
H -4.349 8.063 2.804 0.4774 0.4783 -0.3596 0.101
H -10.675 -3.541 -1.413 0.4975 -0.4022 0.2024 0.069
H -7.793 5.252 1.303 -0.6535 0.4457 0.1592 0.079
H -14.264 -4.008 -1.007 -0.1449 0.5240 -0.1793 0.127
H 10.388 4.742 1.373 0.7077 0.0665 -0.2665 0.063
H 0.853 3.146 -7.468 -0.6162 0.0775 0.5252 0.069
H 0.978 -7.629 -3.090 0.2703 -0.2152 0.2384 0.084
H -8.539 3.871 9.001 -0.0442 -0.8903 0.2813 0.081
H 5.850 8.212 3.728 0.0675 0.6220 -0.7614 0.070
H -3.193 6.766 2.352 -0.5686 -0.5585 1.1435 0.107
H 4.026 -11.322 -1.682 -0.0393 0.8849 0.8195 0.106
H -4.949 5.557 1.314 -0.2888 -0.1442 -0.3197 0.110
H 5.056 -11.953 -6.033 -0.4079 -0.6625 0.0436 0.068
H 1.982 7.853 -9.659 0.1143 0.1605 -0.2376 0.078
H -3.122 1.563 10.522 -0.1156 0.0113 -0.0906 0.085
H 1.741 3.983 -8.519 0.5755 0.7208 -0.0131 0.078
H -1.747 7.940 -7.500 0.5844 0.3886 0.5098 0.075
H -6.762 -12.431 7.020 -0.8495 -0.1808 -0.9561 0.075
H 1.801 -10.223 -2.271 0.4566 -0.4243 1.0334 0.125
H 6.653 -4.607 -11.530 0.1311 -0.6366 0.2960 0.084
H 0.051 8.115 -6.462 0.4407 0.5487 0.6560 0.113
H 5.031 9.860 -0.106 0.1624 1.3207 -0.3775 0.122
H 2.695 -0.923 -0.526 -0.2068 0.1530 -0.2939 0.089
H 1.921 10.006 3.838 -0.3377 -0.3163 -0.0929 0.094
H -6.783 8.659 2.358 -0.1364 0.2557 -0.3203 0.074
H -4.893 3.786 8.288 0.2260 0.4092 -0.7853 0.075
H -11.047 -7.141 0.056 -0.2050 -0.1128 0.0492 0.077
H 0.722 -7.953 -4.777 -0.1060 -0.2513 -0.0492 0.076
H -4.063 10.334 0.127 0.3996 -0.2150 0.2919 0.086
H -0.609 0.825 -1.155 0.1778 0.3972 -0.4892 0.087
H 8.478 -5.577 -9.983 0.2036 0.7613 -0.6326 0.125
H 3.494 12.607 1.340 -0.3891 -0.3550 -0.0806 0.079
H -7.639 4.610 10.295 0.2227 0.3429 -0.1723 0.072
H 1.978 -10.065 -6.719 0.3300 0.2902 -0.3419 0.080
H 4.656 -12.368 -3.749 -0.1951 -0.6430 0.1365 0.107
H 4.898 -10.199 -2.680 -0.0654 -0.1389 -0.6189 0.111
H 9.010 -5.945 -7.730 -0.5538 0.0533 0.7594 0.113
H -2.958 8.229 -1.682 -0.0911 0.6279 0.2672 0.081
H -5.339 -9.631 5.025 0.6380 0.3002 0.2034 0.063
H 7.142 -5.538 -8.997 -0.5306 -0.2353 0.1262 0.111
H -8.079 8.646 1.047 0.4721 0.2334 -0.2644 0.084
H -6.733 4.960 0.061 0.8316 0.4207 -0.0332 0.081
H 0.197 -0.382 -2.202 -0.2938 -0.4453 0.3257 0.079
H 3.001 -7.982 -5.434 0.2342 0.2255 -0.3274 0.080
H -1.485 5.599 -6.876 0.3469 0.5841 0.0754 0.080
H -5.588 -14.671 6.011 -0.6107 0.5639 0.3182 0.083
H 0.246 1.657 0.853 -0.4542 -0.2278 -0.3902 0.118
H -2.836 -0.733 2.309 0.3041 0.2692 -0.3660 0.073
H 0.338 -3.284 1.175 -0.2857 0.3545 -0.3209 0.075
H 5.218 8.086 1.148 -0.0871 -0.3217 -0.0147 0.107
H 3.733 11.919 4.285 0.2913 0.7466 0.5684 0.101
H 5.010 13.242 1.541 0.8124 -0.4654 0.2600 0.079
H -1.173 0.429 3.062 -0.5337 -0.1923 -0.9035 0.113
H 3.108 -8.933 -2.077 -0.8027 0.1344 0.7383 0.119
H 2.604 5.638 -6.029 0.2133 -0.5251 -0.9863 0.102
H -7.161 -12.849 4.365 -0.0030 -0.8825 1.1756 0.107
H 8.963 -3.832 -6.152 -0.0328 0.6941 -0.0487 0.115
H -2.176 -11.754 2.891 0.1334 0.0885 -0.0462 0.077
H 1.033 9.362 -9.569 -0.2659 -0.1533 -0.1085 0.082
H -0.269 -0.824 3.740 0.0278 -0.0739 0.3548 0.112
H 9.573 1.595 -0.714 -0.7389 0.0112 0.2878 0.070
H -2.309 -2.192 3.006 -0.7548 -0.2933 0.3028 0.076
H -6.739 4.294 12.398 0.2714 0.1862 0.0610 0.110
H -6.662 2.806 13.361 -0.2246 0.3481 0.1536 0.114
H 10.093 2.185 3.053 -0.9854 0.1926 -0.9954 0.115
H 3.404 7.447 2.681 -0.4514 -0.2558 0.1119 0.120
H 9.210 0.878 0.993 -1.0986 1.2579 -0.0344 0.072
```
Forces are in eV/Å.

Calculated values
**SMILES**: CC1(C)CCCC(C)(C)N1O.CC1(C)CCCC(C)(C)N1O.CC1(C)CCCC(C)(C)N1O.CC1(C)CCCC(C)(C)N1O.CC1(C)CCCC(C)(C)N1O.CC1(C)CCCC(C)(C)N1O.CC1(C)CCCC(C)(C)N1O.CC1(C)CCCC(C)(C)N1O.CC1(C)CCCC(C)(C)N1O.CC1(C)CCCC(C)(C)N1O
**Energy above the lowest of the compared OMol25 structures with the same formula, charge and spin**: 1382.8 kJ/mol
**Maximum force**: 6.3 eV/Å
**HOMO-LUMO gap**: 7.68 eV
**HOMO**: -7.45 eV
**Total charge**: 0
**2S+1**: 1
**Electronic energy**: -4842.16745 Ha